A cluster of 10 separate species, C50H81BClFI2NO30S2 in total. Source: the OMol25 dataset; level of theory: ωB97M-V/def2-TZVPD.

Cartesian coordinates (Å):
H: 3.506 1.229 3.309
O: 8.074 6.923 -3.258
H: -0.897 -2.417 4.799
O: -5.281 -10.359 -0.846
C: 0.580 -2.184 3.492
H: 5.489 -3.037 1.743
C: -7.000 4.438 -0.953
C: -2.687 -8.848 5.886
I: 0.891 -4.465 7.191
H: 4.965 -0.795 1.794
H: -6.232 7.133 -5.867
H: -0.260 1.058 -0.985
H: -1.705 -3.469 3.452
C: -1.162 1.448 -0.519
O: 0.332 4.633 -0.665
Cl: -0.169 -1.763 -0.977
C: -1.066 1.333 1.013
S: 0.487 0.606 3.850
H: 9.328 4.592 -5.095
H: -2.293 -5.537 3.097
O: 2.443 4.747 -1.439
H: -1.045 6.171 -0.598
C: -2.362 -3.006 1.551
H: 2.184 -6.339 -0.287
C: -3.983 7.655 -4.286
H: 6.739 -2.432 2.755
H: -3.075 2.064 0.823
H: -1.528 -0.675 0.639
H: 2.316 -2.026 -2.302
H: -3.661 -9.065 -0.981
H: -0.186 1.902 1.291
H: -1.647 -5.608 1.439
C: 3.164 2.700 -6.375
H: -3.702 -4.589 0.875
C: 2.865 -2.056 -1.372
H: -4.045 -4.011 2.519
C: -3.220 -7.901 3.907
H: -1.636 -8.641 6.095
O: -5.604 4.686 -1.173
H: 14.477 3.904 -1.230
C: 1.279 4.947 -1.582
N: 0.942 -1.740 0.423
C: -1.504 -5.224 2.439
H: 1.973 -0.323 -0.688
C: -3.576 -7.642 6.124
H: -11.520 6.062 0.271
O: 3.689 -1.347 3.379
H: 12.793 5.086 0.057
O: -4.916 7.264 -3.390
H: -6.354 8.730 -3.248
O: 7.431 5.126 -4.406
C: 1.527 -2.822 4.546
C: 12.420 4.392 -0.690
C: 4.995 -1.228 2.786
H: 2.941 5.389 -4.769
C: -0.914 5.208 -1.092
H: 0.859 1.588 3.027
H: 2.488 -4.768 1.806
C: -4.904 4.101 -0.186
O: 0.720 5.501 -2.680
O: -3.532 -6.981 4.848
C: -12.033 6.160 -1.848
S: 2.700 -3.502 1.463
O: -2.812 7.506 -4.139
C: -6.185 7.800 -3.792
O: -5.725 3.657 0.792
H: -2.833 1.170 2.275
C: 0.163 -3.261 2.411
C: 0.435 -4.308 0.165
H: 2.788 -5.104 4.368
H: 1.335 -5.695 3.549
I: 1.838 -1.556 6.241
O: 13.062 3.267 -2.585
O: 12.016 5.097 -1.871
H: -0.598 -5.710 2.795
C: -0.903 -0.172 1.362
C: -0.707 5.348 -2.584
O: 4.439 2.789 -5.934
H: -7.172 5.094 1.118
C: 0.920 -3.140 1.034
O: -8.722 6.822 -2.270
H: -11.764 4.474 -0.480
H: -0.997 4.452 -3.136
H: -2.995 -9.729 6.441
H: -12.899 6.765 -1.598
H: -2.233 2.801 2.171
H: 4.990 4.781 -5.909
H: 1.155 -3.984 -1.912
O: -10.961 6.987 -2.323
H: -7.798 3.459 0.834
H: 3.234 -5.053 -0.823
H: 0.653 -4.151 2.752
C: 0.942 -4.211 5.064
H: 3.803 -1.541 -1.564
H: -1.293 2.485 -0.805
C: -2.361 1.886 1.608
H: -4.438 -3.046 1.097
H: 5.266 3.920 -4.389
H: -0.629 -4.249 -0.008
H: -2.017 0.875 -0.855
C: 1.749 -5.382 4.501
H: -7.603 5.284 -1.257
H: -6.515 8.873 -5.674
H: -7.297 3.563 -1.536
H: -6.986 7.110 -3.572
H: -4.609 -7.917 6.338
H: 9.800 5.806 -3.059
H: -1.411 -0.368 2.292
C: 1.080 -4.748 -1.150
H: 2.489 -3.083 4.149
C: 7.051 6.085 -3.526
C: 5.669 -2.590 2.713
H: 5.337 -3.244 3.507
C: -4.246 -9.588 -0.229
B: 2.700 -0.497 2.989
O: -0.580 -1.736 4.192
C: -7.040 4.179 0.539
H: 3.008 -1.053 0.491
O: 2.766 1.869 -7.129
O: 2.403 3.679 -5.840
O: -4.453 -11.631 0.790
O: 11.946 4.556 -4.057
H: 5.593 -0.608 3.442
F: 2.473 -6.274 -2.267
C: -11.403 5.484 -0.646
O: 5.959 6.167 -3.061
O: -3.716 3.991 -0.179
H: -3.211 -6.984 6.907
H: 13.523 2.502 -0.708
O: -6.335 -12.270 -0.276
H: 8.591 6.008 -5.867
H: -2.586 -2.040 1.979
O: -4.561 8.226 -5.364
H: 0.536 -5.166 0.819
H: 9.918 7.155 -4.198
H: -2.672 -11.091 -0.095
C: 2.240 -1.271 -0.244
C: -3.455 -10.642 0.519
O: -10.010 5.468 -1.004
C: 1.127 -0.841 2.837
H: 1.748 -6.228 5.170
C: 12.307 4.326 -2.947
H: -3.019 -10.272 1.443
H: 11.557 3.860 -0.287
C: 0.556 -0.615 1.395
C: 9.271 6.367 -3.828
C: -1.327 -3.686 2.463
H: -1.745 4.561 -0.831
C: 2.330 -5.596 -1.074
O: -2.842 -9.062 4.475
H: 1.116 0.257 1.084
H: 0.361 -5.439 -1.585
C: 4.589 4.032 -5.226
H: -0.088 -4.288 4.744
C: 3.165 4.328 -4.805
C: 8.725 5.478 -4.924
H: -2.050 -2.905 0.518
C: 13.484 3.455 -1.229
H: 3.154 -3.061 -1.116
H: 2.905 3.881 -3.846
H: -1.228 6.205 -2.995
H: -12.304 5.453 -2.633
C: -5.977 8.017 -5.280
C: -9.800 6.463 -1.903
H: -4.701 -8.859 0.443
C: -3.713 -3.727 1.529
O: -3.269 -7.703 2.733
C: -5.446 -11.500 -0.127
O: 3.082 0.770 2.572

The energy above the lowest of the compared OMol25 structures with the same formula, charge and spin comes out at 0.0 kcal per mole. The molar mass comes out at 1559.38 g/mol. For the highest occupied orbital energy, the calculation gives -10.2040 eV. As for the total charge: +1.

***

A cluster of 7 separate species, C50H86BrF8N5O23P in total. Source: the OMol25 dataset; level of theory: ωB97M-V/def2-TZVPD.

Cartesian coordinates (Å):
Br: 4.482 -7.535 1.504
C: 3.139 -5.524 3.221
H: -2.596 -2.610 3.053
H: 5.338 6.056 4.346
H: -9.605 0.453 -2.320
H: -2.480 5.948 -8.657
C: -3.372 3.130 -6.995
F: 2.916 -3.617 -2.461
H: -2.618 -2.755 -8.484
H: -0.005 2.176 -2.878
H: 1.677 2.869 7.355
C: 3.740 7.463 3.939
H: 1.431 0.636 -1.968
N: 2.597 -4.287 2.601
H: 3.800 -8.785 3.756
H: 0.604 -6.617 5.429
C: 0.708 5.003 -6.198
H: 5.326 7.476 5.380
O: -7.219 2.382 -5.174
H: -2.531 -3.382 -6.812
C: 1.040 9.039 -3.909
H: 1.177 3.456 5.755
N: 1.697 0.089 0.000
H: -2.557 -7.841 0.806
C: -0.857 3.573 0.518
F: 3.812 -5.834 -0.997
H: 2.664 2.477 5.928
H: 4.769 -2.025 3.549
C: -3.931 5.398 -7.162
C: -0.894 -5.020 1.221
H: 0.800 -2.235 1.954
O: 2.742 1.303 10.022
N: -1.147 -4.648 4.139
H: -2.555 7.051 -7.268
C: -2.353 -3.608 -7.863
C: -2.032 -3.760 4.842
C: -1.218 -6.090 4.363
C: 0.929 -3.472 4.258
H: 0.380 4.453 -5.317
C: 3.459 -4.720 -0.346
C: -2.804 0.893 -7.013
C: -1.545 3.993 -0.577
H: 3.064 -3.018 -8.249
H: -3.135 -0.036 -7.466
C: -2.824 -2.686 4.117
H: 2.544 -3.086 -5.792
F: 1.891 -6.333 0.374
H: -0.846 -4.373 0.352
C: -0.213 2.568 -1.892
H: -2.323 4.729 -0.445
C: 3.376 -7.829 4.026
C: 1.819 1.657 9.342
H: 1.129 -0.851 7.465
C: 4.689 6.750 4.880
H: -2.963 -4.459 -8.151
H: -1.839 -4.789 1.718
F: 0.993 -4.129 5.443
H: -0.235 -0.413 -0.666
C: -7.723 4.223 -6.690
O: -2.666 3.323 -6.039
O: -9.281 1.688 -5.787
C: 1.047 -1.290 9.560
H: -4.751 5.963 -7.600
C: 0.498 2.143 -0.804
C: 2.384 -2.187 -6.390
N: -0.131 -4.070 3.346
C: 2.331 -3.344 3.655
H: -0.043 -0.546 1.050
C: -2.609 6.006 -7.575
O: 4.977 -2.777 4.126
F: 3.707 -2.370 -0.821
H: -7.477 4.651 -7.662
P: 3.689 -3.246 5.007
H: -0.758 -6.432 -0.377
H: -3.877 -2.862 4.314
H: -1.761 3.744 -2.684
O: 3.983 6.064 5.926
H: 2.104 -7.367 2.428
C: 0.733 -2.218 -0.108
H: -0.754 -7.822 5.503
N: -2.498 -6.846 0.629
H: -1.748 1.035 -7.235
O: 1.293 2.886 9.302
O: -0.385 -1.845 -7.660
H: 3.111 6.753 3.402
O: 0.397 6.394 -6.085
H: 3.096 8.374 -3.901
C: -9.724 0.860 -3.320
O: -0.990 -3.986 -8.060
H: -10.024 0.062 -3.996
C: 1.614 1.133 -1.016
H: 3.248 -1.531 -6.281
H: -2.962 0.837 -5.938
H: -0.582 -3.256 2.908
C: 2.529 9.301 -3.983
H: 0.764 8.552 -2.973
H: 2.569 1.653 -1.100
F: 4.405 -4.522 0.585
C: 1.608 -4.253 1.514
O: 2.775 4.431 6.645
C: 1.882 3.796 10.242
H: 2.962 3.834 10.125
H: -0.035 -1.192 9.651
F: 4.945 -3.769 -1.821
H: 2.681 -5.619 4.213
H: -1.778 5.476 -7.122
H: -8.803 4.093 -6.635
H: -7.441 4.930 -5.907
H: 1.619 3.505 11.257
H: 2.356 -2.284 1.251
H: -4.060 5.419 -6.080
H: 1.484 -0.950 10.498
O: 3.445 4.405 4.488
H: -2.569 -1.750 4.611
O: 1.140 0.898 8.479
C: 2.030 -4.981 0.243
C: 0.856 6.960 -4.968
H: -5.932 3.062 -6.588
H: 2.640 -0.531 8.302
C: -0.116 -2.994 -7.896
O: 0.799 2.261 1.581
O: 1.111 -3.493 -8.019
O: 3.154 -1.892 5.781
H: 0.566 -2.473 4.514
C: 2.172 -2.541 -7.847
H: 1.537 2.863 1.727
H: 1.304 -2.286 -1.028
H: 1.512 -1.677 -5.981
H: 1.468 4.778 10.033
C: -8.407 1.815 -4.972
H: 4.298 8.049 3.209
H: -7.293 2.174 -7.249
C: -1.086 -6.457 0.661
C: 3.680 -3.572 -1.382
C: 0.146 2.670 0.410
F: 1.151 -4.791 -0.784
C: 3.063 -6.982 2.755
C: 1.369 -2.745 1.172
O: -2.135 -3.869 6.048
H: -0.255 -2.601 -0.363
H: 1.778 4.871 -6.351
O: -8.462 1.411 -3.700
H: 0.587 -5.909 2.401
H: 0.178 4.618 -7.064
H: 3.080 8.128 4.497
O: -4.069 4.055 -7.655
H: 3.205 -1.155 5.151
H: -10.483 1.641 -3.299
O: 1.420 6.390 -4.071
C: 0.319 -4.881 2.166
H: -0.836 -6.340 6.410
C: 2.034 3.236 6.393
C: -0.471 -6.780 5.476
H: -3.015 -6.416 1.387
C: 3.407 4.918 5.577
H: -0.439 -7.189 1.158
H: 2.419 -7.993 4.530
H: 3.999 -7.274 4.725
O: -1.957 -6.737 3.654
H: 1.979 -1.651 -8.445
C: -1.222 3.465 -1.791
H: 1.299 -2.343 9.425
H: 0.497 9.980 -3.962
O: 0.582 8.261 -5.025
H: 2.788 9.758 -4.939
C: 1.556 -0.471 8.393
H: -1.105 3.948 1.501
O: -3.577 1.953 -7.584
C: -7.003 2.906 -6.496
C: 0.489 -0.697 0.100
H: 2.839 9.966 -3.177
H: 2.419 -2.296 3.342
H: 4.211 -5.378 3.360
H: 1.941 0.500 0.887

The energy above the lowest of the compared OMol25 structures with the same formula, charge and spin comes out at 0.0 kcal per mole. The molar mass comes out at 1388.11 g/mol. For the highest occupied orbital energy, the calculation gives -10.9998 eV. As for the total charge: +1.

***

> What is the formula in the second record?

C50H86BrF8N5O23P